Entry 1:
C13H36F3O9SSn as an isolated structure at a distorted geometry, computed with ωB97M-V/def2-TZVPD.

ORCA input file:
```
! RIJCOSX wB97M-V def2-TZVPD def2/J DEFGRID3
* xyz 1 1
Sn -6.4052 -2.9822 -5.7185
S -2.1885 0.6047 -0.3682
F -1.0082 -0.9889 1.4092
F -0.2498 0.9796 1.4656
F 0.2690 -0.4571 -0.2753
O 3.2345 -2.6633 8.1181
O -1.7366 1.5487 -1.4426
O -2.7838 -0.6372 -0.9483
O 7.1575 0.4838 -1.7523
O -3.7404 2.9578 7.6710
O -3.0204 1.3328 0.6488
O -4.2953 7.0952 -2.4741
O -2.2223 -6.7744 -3.5013
O -2.1735 1.0802 -7.2662
C -0.6082 0.0329 0.6009
C -2.8592 1.8957 7.2870
C -0.8205 0.1969 -9.1032
C -3.3516 8.0857 -4.4675
C -1.0483 -6.4902 -2.7775
C -0.8416 0.9968 -7.7502
C 3.1080 -3.7224 7.1602
C -1.1886 -6.7929 -1.2913
C -1.6082 2.1273 8.0583
C 8.2320 -0.0845 0.2903
C -4.6045 7.4499 -3.8513
C 8.3526 0.6574 -1.0887
C 1.6865 -4.4466 7.4232
H -0.2383 -7.1123 -3.1583
H 9.2125 0.2324 -1.6066
H -1.9446 -6.1090 -0.9056
H 1.3502 -4.3704 8.4573
H -4.8367 6.4954 -4.3235
H -3.4997 8.3059 -5.5247
H -3.7395 3.0055 8.6299
H -5.4362 8.1541 -3.8769
H -0.9648 1.2475 8.0461
H 8.5868 1.6882 -0.8226
H -1.7637 -0.2990 -9.3324
H -0.4024 1.9415 -8.0709
H -3.7986 6.2782 -2.5604
H -2.0775 1.3928 -6.3636
H -0.2719 -6.5955 -0.7356
H -0.0519 -0.5709 -9.0150
H -2.4666 7.4500 -4.4976
H -0.0605 0.7347 -7.0366
H 6.5525 0.9495 -1.1704
H 3.8993 -4.4462 7.3551
H 0.9940 -3.9068 6.7773
H -0.9589 2.9711 7.8245
H -2.9587 8.9972 -4.0171
H 3.2362 -3.0850 8.9805
H -0.5867 0.9189 -9.8856
H 9.1791 -0.0410 0.8281
H 3.2817 -3.3587 6.1474
H 7.5465 0.2162 1.0827
H 8.0523 -1.1418 0.0959
H -1.8521 2.0569 9.1183
H -2.5494 -7.6156 -3.1742
H -2.7277 1.8564 6.2056
H -1.5978 -7.7942 -1.1572
H 1.7178 -5.4500 6.9986
H -0.7744 -5.4578 -2.9950
H -3.3359 0.9762 7.6266
*
```

Its gap between HOMO and LUMO is 1.43 eV. The value obtained for the largest force on an atom is 3.36 eV/Å. As for the electronic energy: -2105.44437 hartree. The energy relative to the best compared isomer or geometry (same formula, charge and spin) comes out at 452.8 kJ/mol.

***

Entry 2:
A 4-piece molecular cluster, C13H36N2O14P3 overall at a distorted geometry, computed with ωB97M-V/def2-TZVPD.

ORCA input file:
```
! RIJCOSX wB97M-V def2-TZVPD def2/J DEFGRID3
* xyz -1 1
P 2.6897 -2.9401 -4.7657
P -2.7920 1.3377 -1.0075
P 3.3571 -0.4524 1.7739
O -1.9675 2.5298 -1.6708
O -2.1605 0.7402 0.1657
O 2.9009 -4.0725 -3.6921
O 4.4194 0.0059 0.6807
O 2.5410 0.6218 2.3301
O -6.9820 0.8360 3.1419
O 1.3553 -2.3482 -4.8370
O 4.2628 -1.2452 2.7969
O 3.8594 -1.9251 -4.4087
O 2.5533 -1.6114 1.0586
O 3.1853 -3.6465 -6.0957
O -6.5946 1.9074 4.0080
O -4.2358 1.9362 -0.8231
O -2.9876 0.3691 -2.2489
N -4.3370 2.4992 3.9963
N -2.7273 0.2746 5.4039
C -4.8982 1.8739 0.4750
C -3.2123 2.5963 4.8615
C -5.2912 1.6204 4.5442
C 3.9031 0.6298 -0.4986
C 4.0625 -0.8223 -5.2958
C -1.0350 1.4790 4.1760
C -1.8095 -0.1702 -2.8522
C 5.2965 -0.5146 3.4668
C 1.1090 -1.5408 1.0721
C -2.3633 1.3581 4.8632
C 2.2851 -3.7091 -7.2131
C -1.7366 3.6747 -0.8446
C 2.7703 -3.7038 -2.3093
H -2.0176 -0.4363 5.2362
H 2.1350 -2.7168 -7.6353
H 6.0601 -0.2006 2.7551
H 1.3262 -4.1285 -6.9175
H -4.8883 0.8618 0.8680
H 2.7459 -4.3519 -7.9583
H 4.5376 -1.1670 -6.2154
H -7.1781 0.1325 3.7714
H 3.1736 1.3991 -0.2425
H -0.6259 0.5058 3.9538
H 2.8422 -4.6069 -1.7117
H 4.7193 -0.1155 -4.7970
H 3.4413 -0.1183 -1.1452
H 4.8824 0.3556 3.9762
H -2.1261 -0.8837 -3.6082
H 4.7387 1.0881 -1.0207
H -0.3594 1.9239 4.8990
H -1.2302 0.6210 -3.3291
H 0.7332 -2.4770 0.6681
H -2.5921 3.4139 4.4967
H -1.3798 3.3760 0.1418
H -3.4723 2.8519 5.9170
H -4.4200 2.5401 1.1903
H -5.9263 2.1885 0.3238
H -0.9802 4.2852 -1.3317
H -1.1957 -0.6811 -2.1095
H 5.7433 -1.1818 4.1983
H 1.8055 -3.2291 -2.1306
H -5.3267 1.6996 5.6456
H -2.6565 4.2513 -0.7433
H 0.7318 -1.4091 2.0827
H 3.5745 -3.0265 -2.0241
H 0.7680 -0.7185 0.4466
H 3.1163 -0.3309 -5.5268
H -1.0693 2.1181 3.3086
H -5.0505 0.5788 4.3163
*
```

Its gap between HOMO and LUMO is 3.69 eV. The value obtained for the largest force on an atom is 1.55 eV/Å. As for the electronic energy: -2704.01137 hartree.

***

Entry 3:
A 2-piece molecular cluster, C13H37BN3O2P2 overall at a distorted geometry, computed with ωB97M-V/def2-TZVPD.

ORCA input file:
```
! RIJCOSX wB97M-V def2-TZVPD def2/J DEFGRID3
* xyz 1 1
P 0.4475 -3.3742 1.5861
P 1.7699 -0.7990 2.1205
O 0.6095 -1.5119 -1.5049
O -0.4858 1.9175 -1.5573
N 0.6165 -1.7272 0.9179
N -0.1363 -4.4628 0.6625
N -3.0285 3.2772 -1.1739
C -0.1667 1.6090 -2.9037
C -0.7068 -0.9587 0.8246
C 3.0203 1.6208 1.8414
C 1.6739 0.9179 1.5171
C 2.9434 -1.8731 -0.5621
C -2.7512 -0.4501 -0.4046
C -1.8456 4.0039 -1.6403
C -1.9873 4.2700 -3.1354
C 3.5402 -3.1275 0.1011
C -0.5344 3.3073 -1.2571
C -2.7528 -2.5149 1.0057
C 0.8766 -0.7540 3.7022
C -1.8839 -1.6118 0.1011
B 1.3932 -1.7065 -0.4279
H -2.9676 2.3189 -1.5058
H 1.7273 -3.6688 2.0667
H -3.6343 -0.8231 -0.9136
H -3.1081 0.1182 0.4582
H 0.3296 3.8167 -1.7022
H 4.4970 -3.3867 -0.3385
H 2.8827 -3.9927 0.0338
H 3.7174 -2.9389 1.1585
H -3.7577 -2.1223 1.1183
H -0.3147 -3.1213 2.7365
H -2.8399 -3.5046 0.5652
H -2.3067 -2.6810 1.9839
H 3.3820 2.1311 0.9554
H 0.2944 0.6215 -2.9187
H 0.5371 2.3316 -3.3239
H 3.1556 -1.9287 -1.6312
H 3.4753 -0.9885 -0.2035
H -2.7793 4.9957 -3.3093
H -0.3736 -4.1687 -0.2762
H -1.0641 4.6702 -3.5583
H -0.1331 -0.3518 3.6590
H 0.8678 1.4710 1.9966
H 1.1091 -1.0532 -2.1835
H -1.0580 1.5642 -3.5309
H 0.9014 -1.7190 4.1954
H 3.7855 0.8878 2.0934
H -1.0356 -0.6796 1.8220
H 1.4781 0.9557 0.4461
H -2.2548 3.3671 -3.6846
H 1.4728 -0.0534 4.2904
H 2.8990 2.3104 2.6668
H -1.8355 4.9731 -1.1340
H -1.5730 -2.1717 -0.7744
H -2.1926 0.2345 -1.0387
H -3.0119 3.2027 -0.1609
H -0.4613 -0.0389 0.3002
H -0.4221 3.3705 -0.1708
*
```

Its gap between HOMO and LUMO is 9.09 eV. The value obtained for the largest force on an atom is 1.61 eV/Å. As for the electronic energy: -1539.60160 hartree.

***

Entry 4:
A 4-piece molecular cluster, C13H37N3O4 overall at a distorted geometry, computed with ωB97M-V/def2-TZVPD.

ORCA input file:
```
! RIJCOSX wB97M-V def2-TZVPD def2/J DEFGRID3
* xyz 0 1
O -1.2587 0.4012 -0.5788
O 2.7813 1.5572 -2.9498
O 0.5693 1.4452 4.1902
O -3.5127 -1.0628 0.7352
N 2.0853 -1.9218 -3.9228
N -4.2177 -4.4458 -0.5268
N 3.4873 3.5212 3.2532
C -3.4797 -3.2748 -0.2388
C -2.9087 -2.7798 -1.5908
C 2.9033 -0.6448 -3.8808
C 1.9843 0.3762 -3.2598
C -0.3437 -0.0108 0.3742
C 3.3703 -0.3808 -5.2278
C 2.0973 2.6342 -2.5728
C 1.2693 3.4072 2.1702
C 2.0073 3.0882 3.4442
C -4.3307 -2.2108 0.4232
C -4.1717 -0.0858 1.4722
C 0.2883 0.1202 4.4252
C 1.9963 1.7462 4.1222
H 1.0433 0.4832 -3.8228
H -5.1617 -2.1328 -0.1328
H -5.1747 -0.0288 1.2202
H 1.3353 2.8482 -3.5648
H 3.9223 3.8212 4.2452
H 1.4673 2.5892 1.3612
H 1.6653 -2.1798 -3.0508
H -3.7717 -0.4078 2.3122
H 2.6993 3.2682 -2.2558
H 2.1303 1.6982 5.2192
H -2.4527 -3.5748 -1.9948
H -1.9727 0.0232 -0.4318
H 2.5263 -0.0128 -5.8748
H 3.5453 -1.0018 -3.2198
H 1.7483 0.0552 -2.2778
H -2.2247 -1.9228 -1.3638
H 1.2803 -2.0748 -4.6548
H 0.8143 -0.7908 3.9102
H -3.7077 0.8772 1.4622
H 1.8253 3.7632 4.1382
H 0.5453 -0.0668 5.5312
H -0.7667 -0.0068 4.4112
H 4.2093 0.3822 -5.2968
H -4.3827 -4.8308 0.3262
H -2.6657 -3.7198 0.4202
H 2.2943 0.9652 3.5272
H 0.6363 -0.3888 -0.1398
H 0.0083 0.7932 1.1382
H 4.0513 2.6512 3.0312
H 1.2303 4.4482 1.9572
H 0.3073 3.3272 2.4662
H -0.7697 -0.9058 0.7742
H -3.5767 -5.2078 -0.9388
H 1.5493 2.3272 -1.6868
H 3.6623 -1.4018 -5.6588
H -4.8297 -2.5838 1.3172
H -3.6537 -2.5618 -2.2648
*
```

Its gap between HOMO and LUMO is 9.64 eV. The value obtained for the largest force on an atom is 12.30 eV/Å. As for the electronic energy: -982.35604 hartree. The energy relative to the best compared isomer or geometry (same formula, charge and spin) comes out at 774.7 kJ/mol. The SMILES is COC[C@H](C)N.COC[C@H](C)N.COC[C@H](C)N.CO.